# C40H21N8O4Pd

A molecular structure, C40H21N8O4Pd (ωB97M-V/def2-TZVPD, the OMol25 dataset).

Summary:
total charge	-1
LUMO level	1.1	eV
molar mass	784.080	g mol⁻¹
DFT total energy	-65417.3015	eV

Structure (XYZ):
```
74
Properties=species:S:1:pos:R:3:forces:R:3:mulliken_charge:R:1
Pd -0.181712 0.010431 -1.438555 0.1 0.0 -0.2 1.841
C -0.837773 6.517128 -0.925947 0.0 0.0 0.0 -0.617
C 0.562118 6.513189 -1.000439 0.0 0.0 0.0 -0.634
C 1.267684 5.330638 -1.150720 0.0 0.0 0.0 -0.091
C 0.538764 4.152333 -1.226179 0.1 -0.1 0.0 0.189
C 0.942825 2.754593 -1.377844 0.0 0.2 0.0 -0.365
N 2.195790 2.374588 -1.507248 0.0 0.0 0.0 -0.541
C 2.574356 1.115074 -1.621716 0.2 0.0 0.1 -0.315
C 3.967164 0.703514 -1.793736 -0.1 0.1 0.0 0.139
C 5.147237 1.424649 -1.906086 0.1 0.0 0.0 -0.160
C 6.323619 0.711784 -2.069867 0.0 0.0 0.0 -0.622
C 6.319963 -0.689271 -2.118536 0.0 0.0 0.0 -0.609
C 5.140046 -1.405968 -2.004662 0.1 0.0 0.0 -0.144
C 3.963398 -0.688627 -1.842393 -0.1 -0.1 0.0 0.223
C 2.568777 -1.103736 -1.698592 0.2 0.1 0.1 -0.385
N 2.182088 -2.365649 -1.668034 0.0 0.0 0.0 -0.531
C 0.926068 -2.741997 -1.557692 0.0 -0.1 0.0 -0.397
N -0.185844 -1.964367 -1.511908 0.0 0.1 0.1 -0.059
C -1.292507 -2.734633 -1.420757 0.0 -0.1 0.0 -0.329
N -2.553590 -2.351088 -1.368449 0.0 0.0 0.0 -0.517
C -2.930535 -1.091661 -1.350530 -0.1 0.0 0.1 -0.314
N -2.156934 0.017113 -1.376799 0.1 0.0 0.0 -0.026
C -2.925702 1.125942 -1.286470 -0.1 0.0 0.1 -0.444
N -2.541315 2.383469 -1.226762 -0.1 0.0 0.0 -0.548
C -1.276407 2.760580 -1.254998 0.1 0.2 0.0 -0.271
N -0.176745 1.987283 -1.389295 0.0 -0.1 0.1 -0.064
C -0.850971 4.156273 -1.152519 -0.1 -0.1 0.0 0.092
C -1.561327 5.338335 -1.001162 0.0 0.0 0.0 -0.124
C -4.331248 0.713471 -1.231224 0.1 0.1 0.0 0.278
C -5.511756 1.435477 -1.157561 0.0 0.0 0.0 -0.076
C -6.699625 0.721006 -1.128499 0.0 0.0 0.0 -0.633
C -6.702796 -0.678680 -1.170379 0.0 0.0 0.0 -0.632
C -5.518099 -1.395657 -1.241590 0.0 0.0 0.0 -0.167
C -4.334369 -0.676310 -1.272063 0.1 -0.1 0.0 0.189
C -0.880182 -4.137699 -1.410365 -0.1 0.1 0.0 0.180
C -1.601396 -5.319830 -1.330615 0.0 0.0 0.0 -0.145
C -0.889696 -6.508011 -1.337498 0.0 0.0 0.0 -0.621
C 0.509801 -6.513142 -1.422507 0.0 0.0 0.0 -0.643
C 1.226289 -5.330182 -1.501275 0.0 0.0 0.0 -0.036
C 0.508898 -4.142469 -1.493923 0.1 0.1 0.0 0.115
N 1.803802 0.005186 -1.581905 -0.3 0.0 -0.2 0.052
H -1.358554 7.458544 -0.803293 0.0 0.0 0.0 0.391
H 1.097548 7.452048 -0.934221 0.0 0.0 0.0 0.380
H 2.348252 5.313051 -1.204171 0.0 0.0 0.0 0.564
H 5.137482 2.505901 -1.862858 0.0 0.0 0.0 0.553
H 7.263774 1.241648 -2.159332 0.0 0.0 0.0 0.387
H 7.257373 -1.216441 -2.245045 0.0 0.0 0.0 0.386
H 5.124951 -2.487539 -2.036847 0.0 0.0 0.0 0.546
H -2.641514 5.327913 -0.938198 0.0 0.0 0.0 0.552
H -5.494823 2.516693 -1.118733 0.0 0.0 0.0 0.550
H -7.642172 1.250556 -1.067587 0.0 0.0 0.0 0.390
H -7.647733 -1.206631 -1.141069 0.0 0.0 0.0 0.380
H -5.505994 -2.477314 -1.266353 0.0 0.0 0.0 0.564
H -2.680945 -5.303092 -1.258795 0.0 0.0 0.0 0.559
H -1.419453 -7.450117 -1.272095 0.0 0.0 0.0 0.385
H 1.036040 -7.459500 -1.421621 0.0 0.0 0.0 0.380
H 2.306561 -5.319565 -1.562417 0.0 0.0 0.0 0.555
O -1.545360 -0.590624 1.506631 -0.1 0.1 0.0 -0.659
C -0.396853 -0.223192 1.819927 0.1 -0.5 0.0 0.432
O 0.555647 0.053459 1.049154 0.1 0.2 0.2 -0.524
C -0.064946 -0.176607 3.316582 0.0 0.1 0.0 -0.212
C -1.038179 -0.465552 4.262301 0.0 0.0 0.0 -0.396
C -0.769550 -0.423065 5.635709 0.0 0.0 -0.1 -0.942
C 0.508966 -0.083843 6.000315 -0.1 0.0 0.1 1.006
O 1.031576 0.028857 7.273948 0.1 0.0 0.0 -0.514
C 2.395041 0.406295 7.098985 0.0 0.0 -0.1 -0.236
O 2.666488 0.508733 5.708449 0.0 0.0 0.1 -0.508
C 1.479262 0.201443 5.066127 0.1 0.0 -0.1 1.142
C 1.231706 0.166637 3.719341 0.0 0.0 0.0 -1.163
H -2.022190 -0.726418 3.895570 0.0 0.0 0.0 0.467
H -1.524970 -0.644937 6.377939 0.0 0.0 0.0 0.390
H 3.040107 -0.358474 7.540863 0.0 0.0 0.0 0.231
H 2.564638 1.375919 7.575945 0.0 0.0 0.0 0.233
H 1.979657 0.392104 2.972133 0.0 0.0 0.0 0.499
```
Forces are in eV/Å.